(1)
Below is an isolated ion of composition C7H8F3O3 and charge -1, with properties calculated with the ωB97M-V functional and the def2-TZVPD basis.

Geometry as XYZ:
```
21
Properties=species:S:1:pos:R:3:forces:R:3
C -0.68349 -0.75338 -0.32334 -0.960 -1.877 0.179
C -0.76032 0.37970 -0.96788 -2.879 2.397 -1.932
C 0.55534 -1.40989 -0.03457 2.349 0.493 1.200
C -2.21644 1.01752 -1.07233 2.146 1.426 2.039
C 0.34331 1.17992 -1.58369 0.846 -0.518 1.711
C 1.31219 -0.94953 1.23513 1.787 -2.426 -4.052
C 0.62645 -0.14266 2.20014 -1.036 1.627 1.311
O 0.68199 -2.26762 1.04635 -1.046 -0.903 1.114
O 1.49959 -1.67366 -0.99940 -2.535 -0.237 -1.996
O 2.59951 -0.90160 1.02794 -0.208 0.880 1.231
F -0.47082 -0.72063 2.73158 -0.671 0.448 -0.604
F 0.30251 1.12244 1.71107 -0.262 -0.917 0.252
F 1.37290 0.11064 3.24497 1.349 0.486 1.496
H -1.52707 -1.28750 0.15683 0.117 0.755 -0.454
H -2.57074 1.58533 -1.94773 0.330 -1.009 -0.147
H -2.73547 0.18690 -0.69993 -1.952 -0.844 -0.280
H -2.34599 1.78705 -0.23656 0.460 -0.716 -0.811
H -0.00493 1.64948 -2.52379 0.533 -0.307 0.416
H 0.53609 1.97640 -0.77981 0.177 -0.746 -1.364
H 1.22388 0.45444 -1.64676 -0.861 1.542 -0.387
H 2.26151 -1.34334 -0.53819 2.315 0.444 1.079
```
Forces are in eV/Å.

Results
**HOMO energy**: -3.6 eV
**Largest force on an atom**: 5.049 eV/A
**Charge**: -1
**E**: -21682.8620 eV

=====

(2)
Below is C58H46IN3OP2Sn as an isolated structure, with properties calculated with the ωB97M-V functional and the def2-TZVPD basis.

Geometry as XYZ:
```
112
Properties=species:S:1:pos:R:3:forces:R:3
Sn 0.98259 -0.68122 0.92606 0.769 0.457 0.396
C 0.25207 -0.86282 5.51409 0.044 0.044 0.065
C 0.48869 -1.21510 4.18128 -0.057 -0.089 -0.091
N 0.70787 -0.31936 3.23728 0.174 -0.501 -0.435
C 0.69141 1.00380 3.53486 0.210 0.132 0.314
C 0.46047 1.44656 4.85809 0.051 -0.109 0.065
C 0.25840 0.46512 5.85132 0.005 -0.004 -0.095
C 0.39232 2.82888 5.13151 0.030 0.034 0.025
C 0.50630 3.71374 4.10066 0.143 -0.051 0.042
C 0.77991 3.27077 2.78943 -0.153 0.014 0.045
C 0.93298 1.93669 2.49105 -0.081 0.083 -0.189
N 1.31788 1.44319 1.23203 -0.520 -0.657 -0.245
C 2.53900 1.92609 0.71866 -0.155 0.114 -0.001
C 2.77778 3.22616 0.34975 0.010 0.037 -0.017
C 4.04202 3.64575 -0.11133 0.043 0.023 0.076
C 5.08601 2.77223 -0.18575 0.019 -0.064 0.037
C 4.88604 1.42681 0.19197 0.010 -0.059 -0.069
C 5.92793 0.47351 0.19071 -0.050 0.014 0.027
C 5.68495 -0.79188 0.64486 0.061 0.038 0.055
C 4.38439 -1.12397 1.04941 -0.062 0.070 0.085
N 3.37036 -0.28195 0.98817 -0.206 -0.365 0.068
C 3.60524 1.00269 0.61356 0.343 0.097 -0.095
H 0.07852 -1.63420 6.25043 0.028 -0.015 -0.018
H 0.49229 -2.25604 3.87900 -0.003 0.020 0.025
H 0.09388 0.78078 6.87491 -0.018 -0.025 -0.012
H 0.21643 3.15809 6.14806 -0.014 0.014 -0.036
H 0.39921 4.77555 4.28163 0.028 -0.018 -0.013
H 0.84361 4.01088 2.00801 0.062 -0.020 -0.004
H 1.98083 3.95200 0.38695 -0.008 -0.025 -0.026
H 4.17981 4.68110 -0.39545 -0.021 -0.019 0.014
H 6.07327 3.08390 -0.50348 -0.054 0.042 -0.034
H 6.91178 0.76925 -0.15438 0.002 -0.017 0.038
H 6.46497 -1.53882 0.69415 -0.019 0.006 0.036
H 4.17270 -2.10324 1.44185 0.039 0.007 -0.013
C -3.99351 -2.69546 -3.80328 0.012 0.047 0.043
C -3.72093 -1.19345 -3.58493 -0.035 -0.135 -0.108
C -4.62682 -0.36722 -4.51127 0.051 0.049 0.076
C -2.25919 -0.91798 -3.90323 -0.156 0.045 0.138
C -1.79961 -0.88380 -5.21368 0.041 -0.004 0.012
C -0.46863 -0.64285 -5.51849 0.037 0.008 -0.064
C 0.44110 -0.44826 -4.49865 -0.070 -0.063 -0.015
C 0.01307 -0.50993 -3.17578 0.095 -0.095 0.276
P 1.28435 -0.30294 -1.88467 0.008 -0.038 -0.137
C 2.46492 -1.59369 -2.36729 0.105 -0.007 0.182
C 1.96601 -2.80890 -2.84493 0.034 0.030 0.017
C 2.83585 -3.83016 -3.19027 0.032 -0.016 -0.002
C 4.20707 -3.65295 -3.05516 -0.022 0.033 -0.047
C 4.70561 -2.45680 -2.56135 0.049 0.041 0.075
C 3.83934 -1.43534 -2.19795 -0.067 -0.022 -0.025
C 1.88816 1.33645 -2.38665 0.083 0.052 0.225
C 3.02253 1.57017 -3.15709 -0.024 0.049 0.052
C 3.32238 2.86644 -3.55985 -0.008 -0.011 -0.058
C 2.48703 3.91891 -3.21904 -0.004 -0.026 -0.030
C 1.33926 3.68078 -2.47267 -0.094 -0.019 -0.064
C 1.04460 2.39695 -2.05114 -0.020 -0.073 -0.114
C -1.32268 -0.73270 -2.89156 0.092 0.001 -0.259
O -1.64022 -0.76229 -1.55951 -0.045 -0.167 -0.024
C -2.96490 -0.68113 -1.21770 -0.273 0.131 0.112
C -3.21607 -0.39559 0.11446 0.264 0.030 0.063
C -4.52870 -0.27419 0.56089 0.014 0.018 -0.071
C -5.57138 -0.44956 -0.32686 -0.092 -0.041 0.046
C -5.30115 -0.74675 -1.65400 0.057 0.004 0.096
C -4.00013 -0.85236 -2.12983 0.094 -0.026 -0.220
P -1.87530 -0.27489 1.34405 -0.155 -0.399 0.027
C -2.31328 1.27053 2.18018 0.187 0.119 -0.081
C -2.60990 2.36634 1.36538 -0.031 -0.062 -0.014
C -2.95616 3.58130 1.93015 0.053 0.062 -0.004
C -3.01178 3.71457 3.31163 -0.047 -0.043 0.020
C -2.71137 2.63198 4.12392 -0.010 -0.039 0.009
C -2.33883 1.41784 3.56373 -0.101 0.008 -0.049
C -2.33854 -1.67200 2.42271 0.103 -0.028 0.076
C -1.76246 -2.89882 2.09624 -0.023 0.148 0.060
C -2.00834 -4.03203 2.85556 -0.049 -0.024 -0.042
C -2.88567 -3.95747 3.92950 0.034 0.026 0.000
C -3.53009 -2.76060 4.20956 -0.065 0.029 0.017
C -3.26044 -1.61866 3.46689 0.097 -0.008 0.005
H -3.78532 -2.97019 -4.83849 -0.031 -0.011 0.013
H -5.03680 -2.92645 -3.58202 0.017 -0.014 -0.027
H -3.36243 -3.30422 -3.15257 -0.013 -0.001 -0.012
H -4.44340 -0.61198 -5.55557 -0.038 -0.008 0.006
H -4.45204 0.70070 -4.37125 -0.015 -0.013 -0.017
H -5.67803 -0.57232 -4.31708 0.013 -0.013 -0.029
H -2.49395 -1.05676 -6.02468 -0.005 0.031 0.016
H -0.14667 -0.61077 -6.55041 0.005 -0.001 0.015
H 1.48324 -0.26147 -4.72509 -0.006 -0.008 -0.008
H 0.89644 -2.95430 -2.94423 0.027 -0.004 -0.103
H 2.44753 -4.77015 -3.56034 -0.021 0.026 0.002
H 4.88586 -4.45187 -3.32410 -0.011 0.021 -0.038
H 5.77402 -2.31556 -2.45344 -0.019 -0.014 0.009
H 4.23504 -0.51310 -1.79110 0.017 -0.014 -0.035
H 3.66110 0.75534 -3.46960 0.015 0.017 0.019
H 4.20512 3.04504 -4.16040 -0.013 0.009 0.013
H 2.72391 4.92354 -3.54515 -0.013 -0.015 -0.001
H 0.67268 4.49724 -2.22412 0.017 -0.007 0.004
H 0.15499 2.20370 -1.45909 -0.004 0.066 0.011
H -4.72917 -0.03700 1.59791 -0.017 -0.009 -0.016
H -6.59562 -0.36605 0.01105 0.024 0.006 0.002
H -6.13024 -0.90767 -2.32926 0.017 0.033 -0.016
H -2.59815 2.25643 0.28676 -0.011 0.027 0.003
H -3.19328 4.42575 1.29606 -0.002 -0.027 -0.011
H -3.29544 4.66034 3.75480 -0.018 -0.013 -0.012
H -2.77019 2.72497 5.20087 0.036 0.031 -0.014
H -2.08732 0.58541 4.20700 -0.015 0.020 0.013
H -1.13018 -2.95501 1.21980 -0.025 -0.099 0.054
H -1.52820 -4.97069 2.60762 -0.039 0.009 -0.030
H -3.07912 -4.83128 4.53776 -0.018 -0.001 -0.038
H -4.25743 -2.71322 5.01002 0.047 0.005 0.016
H -3.77274 -0.69782 3.70821 -0.008 -0.015 0.012
I 2.95783 -4.19282 0.44835 -0.004 -0.162 -0.001
C 1.24556 -3.07777 0.86255 -0.540 1.787 -0.032
H 0.85652 -3.36938 1.82969 -0.084 -0.109 -0.079
H 0.53882 -3.22902 0.05210 -0.070 -0.317 0.095
```
Forces are in eV/Å.

Results
**HOMO energy**: -12.6 eV
**Largest force on an atom**: 1.867 eV/A
**Charge**: +2
**E**: -99909.2090 eV

=====

(3)
Below is a 2-piece molecular cluster, C3H8N3O2 overall, with properties calculated with the ωB97M-V functional and the def2-TZVPD basis.

Geometry as XYZ:
```
16
Properties=species:S:1:pos:R:3:forces:R:3
C -0.86233 -0.57411 0.29270 -0.173 -2.203 -0.607
C -0.13236 1.86900 0.19150 0.415 -0.298 -2.694
C -0.18445 0.53665 0.73353 2.142 -0.279 4.443
N -1.52067 -0.48105 -0.86448 0.094 0.274 0.828
N -0.84357 -1.83327 0.87452 1.300 3.381 -0.464
N 2.96624 -0.20740 -1.03405 0.876 1.010 -1.688
O 3.77752 -0.97592 -0.70490 -0.206 -0.647 0.857
O 1.87333 0.16072 -0.75778 -0.396 -0.524 0.683
H 0.23970 1.85168 -0.88987 -0.414 0.109 1.294
H -1.03685 2.42238 0.17877 -1.332 0.251 0.002
H 0.52392 2.43527 0.77036 1.257 0.977 0.704
H 0.40743 0.37506 1.73339 -1.245 0.228 -2.035
H -1.55204 0.30693 -1.47245 0.191 0.827 0.203
H -1.75040 -1.30794 -1.31270 -0.736 -1.796 -0.957
H -0.33952 -2.19005 1.66210 0.436 0.749 0.345
H -1.56594 -2.38795 0.59935 -2.209 -2.058 -0.913
```
Forces are in eV/Å.

Results
**HOMO energy (alpha / beta)**: -13.7 / -13.5 eV
**Largest force on an atom**: 4.940 eV/A
**Charge**: +1
**E**: -11794.5703 eV

=====

Sequential energy relative to the best compared isomer or geometry (same formula, charge and spin) output: 128.9; 0.0; 475.9 kJ/mol